Formula: C7H15N3O
Source: OMol25
Level of theory: ωB97M-V/def2-TZVPD

Computed properties:
- Gap between HOMO and LUMO: 8.482 eV
- Strongest force on any atom: 4.47 eV Å⁻¹
- HOMO: -7.83 eV
- Energy relative to the best compared isomer or geometry (same formula, charge and spin): 4.936 eV

Last columns: bonded neighbours and bond lengths (Å).
Atoms and positions in Å:
1 C -3.3234 0.1013 0.0150  C2 1.557, H12 1.027, H13 1.138, H14 1.166
2 C -2.2336 0.6428 -0.9570  C1 1.557, C3 1.500, H15 1.149, H16 1.193
3 C -0.7961 0.4568 -0.5699  C2 1.500, C4 1.339, H17 1.045
4 C -0.3322 -0.4021 0.3463  C3 1.339, O5 1.353, N6 1.440
5 O -1.0855 -0.9982 1.2994  C4 1.353, H18 0.929
6 N 1.0895 -0.5553 0.5206  C4 1.440, C7 1.483, N9 1.364
7 C 1.5745 -1.9447 0.3398  N6 1.483, C8 1.580, H19 1.154, H20 1.063
8 C 1.7280 -2.0129 -1.2310  C7 1.580, H21 1.029, H22 1.020, H23 1.094
9 N 2.1437 0.2980 0.6627  N6 1.364, N10 1.221
10 N 2.4788 1.4725 0.6786  N9 1.221, C11 1.572
11 C 1.7293 2.8495 0.7916  N10 1.572, H24 1.030, H25 1.103, H26 1.050
12 H -3.4963 -0.9107 -0.0259  C1 1.027
13 H -4.3285 0.5214 -0.3155  C1 1.138
14 H -2.9806 0.3041 1.1111  C1 1.166
15 H -2.5381 1.7448 -1.0696  C2 1.149
16 H -2.4452 0.0149 -1.9492  C2 1.193
17 H 0.0474 0.7448 -1.1162  C3 1.045
18 H -0.7761 -0.8665 2.1652  O5 0.929
19 H 0.8906 -2.8128 0.6705  C7 1.154
20 H 2.4786 -1.8602 0.8926  C7 1.063
21 H 0.7936 -2.1575 -1.6371  C8 1.029
22 H 2.0063 -1.1294 -1.6572  C8 1.020
23 H 2.4348 -2.8202 -1.4473  C8 1.094
24 H 1.6727 2.9298 1.8172  C11 1.030
25 H 2.4945 3.4760 0.3031  C11 1.103
26 H 0.7732 2.9141 0.3620  C11 1.050

Here are the Mulliken charges for atoms 1 to 4, given in e:
1 C -1.160
2 C -0.244
3 C -0.751
4 C 0.511